w | The ion C3H9N2 with charge +1, computed with ωB97M-V with the def2-TZVPD basis set.

Geometry as ORCA input:
```
! wB97M-V def2-TZVPD RIJCOSX def2/J DEFGRID3
* xyz 1 1
C 0.699 -0.519 1.156
C -0.134 0.203 0.140
C 0.103 0.210 -1.181
N 0.893 -0.669 -1.839
N -1.368 0.828 0.707
H 0.319 -1.530 1.337
H 1.773 -0.526 1.057
H 0.487 -0.037 2.124
H -0.495 0.822 -1.852
H 1.554 -1.318 -1.442
H 1.074 -0.441 -2.806
H -2.139 0.163 0.817
H -1.083 1.190 1.625
H -1.683 1.625 0.157
*
```

Values from the calculation:
Frontier orbital gap ... 9.217 eV
Molecular weight ... 73.1 g mol⁻¹
Structure (SMILES) ... C/C([NH3+])=C\N

The computed natural (NBO) charges, all in e, follow: number 1, C, carries -0.663; number 2, C, carries -0.037; number 3, C, carries 0.063; number 4, N, carries -0.765; number 5, N, carries -0.665; number 6, H, carries 0.234; number 7, H, carries 0.259; number 8, H, carries 0.212; number 9, H, carries 0.210; number 10, H, carries 0.414; number 11, H, carries 0.409; number 12, H, carries 0.440; number 13, H, carries 0.442; number 14, H, carries 0.447

---

x | The ion C3H9N2 with charge +1, computed with ωB97M-V with the def2-TZVPD basis set.

Geometry as ORCA input:
```
! wB97M-V def2-TZVPD RIJCOSX def2/J DEFGRID3
* xyz 1 1
C -0.631 0.537 -0.687
N -0.053 1.808 -0.380
H -1.719 0.501 -0.576
H -0.388 0.255 -1.704
H 0.200 2.315 -1.215
H -0.572 2.332 0.307
C 1.412 -0.706 0.092
C -0.800 -1.362 0.788
N -0.056 -0.524 0.197
H 1.651 -0.836 -0.956
H 1.844 0.232 0.463
H 1.688 -1.500 0.773
H -1.867 -1.191 0.773
H -0.375 -2.231 1.281
*
```

Values from the calculation:
Frontier orbital gap ... 9.799 eV
Molecular weight ... 73.1 g mol⁻¹
Structure (SMILES) ... C=[N+](C)CN

The computed natural (NBO) charges, all in e, follow: number 1, C, carries -0.061; number 2, N, carries -0.838; number 3, H, carries 0.203; number 4, H, carries 0.226; number 5, H, carries 0.404; number 6, H, carries 0.395; number 7, C, carries -0.426; number 8, C, carries 0.115; number 9, N, carries -0.212; number 10, H, carries 0.241; number 11, H, carries 0.264; number 12, H, carries 0.233; number 13, H, carries 0.224; number 14, H, carries 0.232

---

y | A structure of composition C3H9N2, computed with ωB97M-V with the def2-TZVPD basis set.

Geometry as ORCA input:
```
! wB97M-V def2-TZVPD RIJCOSX def2/J DEFGRID3
* xyz 1 1
C 2.019 -0.053 -0.294
C -0.622 -1.217 0.126
C -0.456 0.150 0.591
N 1.337 0.734 0.380
N -1.087 1.227 -0.216
H 3.089 0.222 -0.542
H 1.862 -0.899 -0.936
H -0.341 -1.591 -0.916
H -0.080 -1.903 0.941
H -1.673 -1.400 0.218
H -0.693 0.237 1.716
H -2.111 1.385 0.048
H -0.797 1.042 -1.188
H -0.445 2.066 0.075
*
```

Values from the calculation:
Frontier orbital gap ... 10.205 eV
Molecular weight ... 73.1 g mol⁻¹

The computed natural (NBO) charges, all in e, follow: number 1, C, carries -0.074; number 2, C, carries -0.714; number 3, C, carries 0.071; number 4, N, carries -0.396; number 5, N, carries -0.737; number 6, H, carries 0.215; number 7, H, carries 0.188; number 8, H, carries 0.254; number 9, H, carries 0.280; number 10, H, carries 0.247; number 11, H, carries 0.254; number 12, H, carries 0.469; number 13, H, carries 0.457; number 14, H, carries 0.486

---

Result of the stability comparison: w is the most stable of them.